21
Properties=species:S:1:pos:R:3:lowdin_charge:R:1 method="wB97M-V/def2-TZVPD" largest_force_ha_per_bohr=0.1169 spin_multiplicity=4 charge=+2 homo_ev="-17.11 / -17.12" gap_ev="6.6 / 8.0"
C -0.8989 -2.1624 -1.0519 0.022
O -0.4317 -1.1389 -0.1404 -0.307
C 0.1765 -1.5226 0.9887 -0.120
O 0.8047 -0.5554 1.5263 0.013
C 0.3577 0.8620 1.3616 -0.280
C 1.2129 1.5662 0.3431 -0.172
O 0.4187 1.6386 -0.8734 -0.435
C 0.9893 2.3479 -1.9570 -0.016
Nd -1.5602 1.0111 -0.0022 2.192
H -0.8874 -1.6995 -2.0428 0.112
H -0.2490 -3.0339 -0.9332 0.131
H -1.9206 -2.4556 -0.7937 0.112
H 0.4825 1.2791 2.3618 0.134
H 2.1637 1.0619 0.1093 0.169
H 1.3963 2.6020 0.6674 0.154
H 1.0072 3.4237 -1.7289 0.124
H 2.0115 1.9914 -2.1465 0.128
H 0.3716 2.1532 -2.8397 0.113
O -1.4318 -3.5164 2.5664 0.235
C -1.5999 -2.3684 2.3158 -0.418
O -2.4131 -1.4840 2.2694 0.109

20
Properties=species:S:1:pos:R:3:lowdin_charge:R:1 method="wB97M-V/def2-TZVPD" relative_energy_kj_mol=85.3 largest_force_ha_per_bohr=0.0493 spin_multiplicity=4 homo_ev="-7.03 / -9.66" gap_ev="7.6 / 8.4"
O 3.4155 -0.8879 -0.9835 -0.077
C 2.4900 -0.5075 -0.2128 -0.776
O 2.3136 -1.0587 0.9079 -0.132
O 1.7403 0.4996 -0.6282 0.037
C 0.5714 0.9070 0.0937 -0.063
Ni 3.7594 -2.2012 0.4434 0.725
H 0.7075 0.5273 1.1156 0.130
H 0.5240 1.9522 -0.2451 0.132
C -1.9238 2.2060 0.7167 0.012
C -1.8222 0.8573 0.5891 -0.165
H -1.9621 2.8406 -0.1735 0.069
H -2.0546 2.6452 1.7083 0.062
H -2.0095 0.2769 1.5012 0.111
C -0.8725 0.2613 -0.3835 -0.272
C -0.9677 -1.2578 -0.3989 -0.242
O -0.0764 -1.7935 -1.3578 -0.050
H -1.0337 0.6695 -1.3916 0.150
H -2.0082 -1.5382 -0.6348 0.126
H -0.7317 -1.6488 0.6061 0.127
H -0.0592 -2.7496 -1.2724 0.093

17
Properties=species:S:1:pos:R:3:lowdin_charge:R:1 method="wB97M-V/def2-TZVPD" relative_energy_kj_mol=399.0 largest_force_ha_per_bohr=0.0668 spin_multiplicity=2 homo_ev="-8.79 / -9.28" gap_ev="5.9 / 7.0"
O 1.9278 -1.3705 0.6549 -0.006
C 1.9277 -0.1823 0.3235 -0.708
O 2.7974 0.6685 0.1584 0.047
C 0.4792 0.4059 0.0497 -0.104
C -0.5834 -0.5777 -0.0661 0.137
C -1.8354 0.1546 -0.5424 -0.371
C -1.9033 0.7453 -1.8339 0.091
C -2.8318 0.1401 0.4058 0.097
H 0.2173 0.9648 0.9693 0.171
H 0.4639 1.1656 -0.7412 0.133
H -0.3590 -1.6103 0.2602 0.147
H 0.2248 -0.8921 3.0086 0.056
H -2.8807 0.8742 -2.3409 0.082
H -1.2092 0.3821 -2.5897 0.070
H -3.7746 0.6310 0.2413 0.075
H -2.6035 -0.2082 1.3857 0.051
H -0.5176 -0.7566 2.9636 0.032